Record 1
ORCA calculation (the ωB97M-V functional and the def2-TZVPD basis) on C4H7N3 as an isolated structure.

Atoms and positions in Å:
C1 2.43962 -0.03302 0.19455
N1 1.17078 0.28689 -0.45335
C2 0.01064 0.15486 0.11172
N2 -1.54531 1.07469 -1.49944
N3 -2.25437 0.31857 -0.85231
C3 -1.84885 -0.64263 0.13805
C4 -0.81744 -0.27105 1.04875
H1 2.31335 -0.92853 0.80650
H2 3.21866 -0.20535 -0.55221
H3 2.74548 0.79810 0.84056
H4 1.18798 0.85363 -1.29558
H5 -3.28721 0.38790 -0.89635
H6 -2.54759 -1.46718 0.27132
H7 -0.78577 -0.32688 2.13776

Values from the calculation:
HOMO-LUMO gap	7.71	eV
energy	-320.658694	hartree
molecular weight	97.12	Da
relative energy (zero: lowest compared OMol25 entry of this formula, charge and spin)	6.112	eV
HOMO	-6.859	eV

natural (NBO) population analysis, charges in e, atoms 1 to 5:
1. C -0.414
2. N -0.568
3. C 0.350
4. N -0.295
5. N -0.238

Record 2
ORCA calculation (the ωB97M-V functional and the def2-TZVPD basis) on a 4-piece molecular cluster, C3H14NO4 overall at a distorted geometry.

Atoms and positions in Å:
C1 -1.91529 1.07906 0.40168
C2 -2.07009 -0.04240 -0.58611
C3 -0.80153 -0.79295 -0.95869
O1 0.07411 -0.18020 -1.50674
N1 -0.81865 2.00366 -0.09910
H1 -1.62211 0.75354 1.39307
H2 -2.81046 1.69618 0.53476
H3 -2.54138 0.30237 -1.51987
H4 -2.85402 -0.70548 -0.23608
H5 -0.84120 -1.86848 -0.75804
H6 0.06610 1.49450 -0.08480
H7 -0.72581 2.83658 0.48471
H8 -1.01111 2.19575 -1.07993
H9 1.30587 3.43561 2.12456
H10 0.80287 2.05482 2.57020
O2 0.50679 2.90106 2.22363
H11 0.20096 -0.29913 2.86341
H12 0.51508 -1.50720 1.93867
O3 0.22348 -0.58479 1.94570
H13 4.00401 -4.93094 -1.68566
H14 3.57981 -4.48013 -3.09579
O4 3.54383 -4.22506 -2.16777

Values from the calculation:
HOMO-LUMO gap	10.31	eV
energy	-478.170372	hartree
molecular weight	128.15	Da
relative energy (zero: lowest compared OMol25 entry of this formula, charge and spin)	0.950	eV
HOMO	-13.414	eV
charge	+1

natural (NBO) population analysis, charges in e, atoms 1 to 5:
1. C -0.205
2. C -0.559
3. C 0.460
4. O -0.527
5. N -0.679

Record 3
ORCA calculation (the ωB97M-V functional and the def2-TZVPD basis) on a 2-piece molecular cluster, CH2N2O2 overall at a distorted geometry.

Atoms and positions in Å:
C1 -0.61379 -0.27080 -0.68399
N1 -1.01742 -0.37896 0.59065
N2 -0.32386 0.82711 0.13639
O1 -0.37290 -0.76702 -1.72525
O2 0.75677 1.17267 0.61367
H1 -0.69626 -1.07007 1.14284
H2 2.26746 0.48708 -0.07431

Values from the calculation:
HOMO-LUMO gap (alpha / beta)	9.24 / 8.61	eV
energy	-299.022228	hartree
molecular weight	74.04	Da
relative energy (zero: lowest compared OMol25 entry of this formula, charge and spin)	8.561	eV
HOMO (alpha / beta)	-9.741 / -9.847	eV

natural (NBO) population analysis, charges in e, atoms 1 to 5:
1. C 0.764
2. N -0.497
3. N 0.087
4. O -0.478
5. O -0.336

Record 4
ORCA calculation (the ωB97M-V functional and the def2-TZVPD basis) on C27H40I2NPS2Si3Zn as an isolated structure.

Atoms and positions in Å:
Zn1 0.06153 0.22870 0.22329
C1 -1.01663 3.14264 3.93882
Si1 -0.01599 1.86046 2.98278
C2 -0.46098 0.16017 3.66083
C3 1.77326 2.12785 3.48291
C4 -0.31475 2.00275 1.13990
Si2 0.72376 3.27222 0.22738
C5 2.57865 2.98536 0.34855
C6 0.47175 5.04264 0.82460
C7 0.28065 3.25793 -1.60545
Si3 -2.10816 2.14157 0.73197
C8 -3.25199 1.08396 1.78769
C9 -2.85152 3.86829 0.66315
C10 -2.34238 1.28859 -0.96729
C11 -3.35383 1.56454 -1.88129
C12 -3.50253 0.77488 -3.01081
C13 -2.65294 -0.30988 -3.18971
C14 -1.67426 -0.53954 -2.24173
N1 -1.50855 0.24924 -1.18155
H1 -0.83253 3.04328 5.01187
H2 -2.09213 3.05210 3.77853
H3 -0.72670 4.15695 3.64786
H4 0.23122 -0.59788 3.28628
H5 -1.47369 -0.16181 3.41152
H6 -0.37098 0.16894 4.75085
H7 1.87797 1.87729 4.54235
H8 2.08770 3.16496 3.36166
H9 2.45810 1.49233 2.91934
H10 2.97554 3.34142 1.29873
H11 3.06892 3.55582 -0.44568
H12 2.86005 1.93947 0.22533
H13 -0.48507 5.46821 0.52333
H14 1.25780 5.66886 0.39316
H15 0.55380 5.12343 1.91320
H16 0.52740 2.30657 -2.07256
H17 0.84338 4.04008 -2.12661
H18 -0.78121 3.44893 -1.77925
H19 -3.25814 1.37394 2.83900
H20 -2.98310 0.02508 1.72279
H21 -4.27245 1.18382 1.40722
H22 -3.89209 3.85245 0.99399
H23 -2.82065 4.29882 -0.34193
H24 -2.30762 4.54083 1.32574
H25 -4.01886 2.40136 -1.70278
H26 -4.27701 0.99124 -3.73628
H27 -2.74247 -0.96951 -4.04182
H28 -0.99543 -1.37418 -2.32947
I1 -5.33931 -1.74732 -0.53524
C15 -4.50385 -3.19856 0.77224
I2 -2.39766 -3.01288 0.96158
H29 -4.74192 -4.17322 0.36713
H30 -4.94863 -3.05908 1.74889
S1 1.86528 -0.04827 -1.44643
P1 1.78323 -1.90855 -0.76909
S2 0.73056 -1.91608 0.95380
C16 1.01453 -3.03917 -1.97575
C17 0.58312 -4.29635 -1.55955
C18 -0.01515 -5.15930 -2.46160
C19 -0.17823 -4.77657 -3.78736
C20 0.26407 -3.53234 -4.20969
C21 0.86005 -2.66290 -3.30553
C22 3.37895 -2.70742 -0.48922
C23 4.41302 -2.45945 -1.38932
C24 5.62733 -3.10865 -1.24171
C25 5.81271 -4.00349 -0.19538
C26 4.78631 -4.24503 0.70478
C27 3.56706 -3.59700 0.56155
H31 0.69647 -4.59205 -0.52180
H32 -0.36018 -6.12939 -2.12892
H33 -0.64935 -5.45117 -4.49057
H34 0.14479 -3.23441 -5.24351
H35 1.19344 -1.68249 -3.62175
H36 4.26743 -1.74723 -2.19217
H37 6.43128 -2.91193 -1.93865
H38 6.76315 -4.50765 -0.07718
H39 4.93427 -4.93368 1.52625
H40 2.77039 -3.77353 1.27380

Values from the calculation:
HOMO-LUMO gap	8.31	eV
energy	-5488.764495	hartree
molecular weight	877.19	Da
relative energy (zero: lowest compared OMol25 entry of this formula, charge and spin)	0.000	eV
HOMO	-8.346	eV

Mulliken population analysis, charges in e, atoms 1 to 5:
1. Zn 0.651
2. C -0.948
3. Si 0.213
4. C -1.054
5. C -1.133

Record 5
ORCA calculation (the ωB97M-V functional and the def2-TZVPD basis) on a 2-piece molecular cluster, C5H8N2 overall.

Atoms and positions in Å:
C1 1.90002 0.06236 0.48445
C2 1.01323 -0.56557 -0.51578
N1 0.17759 -1.49276 -0.64734
C3 0.47059 -0.62429 -1.85755
H1 2.94259 -0.02903 0.16281
H2 1.77434 -0.41562 1.45934
H3 1.65540 1.12566 0.57088
H4 -0.31757 0.06215 -2.17203
H5 1.03071 -1.08901 -2.66906
C4 -2.12055 -0.34287 1.22061
C5 -1.56235 0.78915 0.87605
N2 -0.96136 1.83231 0.61082
H6 -2.97882 -0.35670 1.88132
H7 -1.71534 -1.26574 0.81650
H8 -1.30848 2.30996 -0.22102

Values from the calculation:
HOMO-LUMO gap	10.15	eV
energy	-304.712541	hartree
molecular weight	96.13	Da
relative energy (zero: lowest compared OMol25 entry of this formula, charge and spin)	3.346	eV
HOMO	-9.163	eV
SMILES string	CC1=NC1.C=C=N

natural (NBO) population analysis, charges in e, atoms 1 to 5:
1. C -0.680
2. C 0.272
3. N -0.351
4. C -0.326
5. H 0.239

Record 6
ORCA calculation (the ωB97M-V functional and the def2-TZVPD basis) on C29H35N9OY as an isolated structure at a distorted geometry.

Atoms and positions in Å:
Y1 12.43340 13.12487 6.23013
C1 16.76242 12.98151 4.57623
C2 17.28965 11.79953 5.08943
C3 16.44056 10.89972 5.72245
C4 15.10355 11.25964 5.95657
C5 14.57787 12.48823 5.44508
C6 15.43064 13.28098 4.71875
C7 14.19479 10.31139 6.56325
C8 14.46318 8.91909 6.44463
C9 13.66759 8.03685 7.08945
C10 12.49178 8.54108 7.74542
C11 11.58475 7.59473 8.36062
C12 10.37752 8.06436 8.80830
C13 10.07691 9.41339 8.67828
C14 10.98122 10.30434 8.15306
C15 12.26090 9.87695 7.70103
N1 13.11022 10.77515 7.10746
H1 17.41449 13.64933 4.08354
H2 18.37724 11.66115 4.88102
H3 16.82260 9.95882 6.18652
H4 15.14489 14.21199 4.25675
H5 15.34362 8.62678 5.89315
H6 13.92460 6.98273 7.11353
H7 11.90085 6.54359 8.45396
H8 9.67221 7.41362 9.29988
H9 9.12946 9.74685 9.05049
H10 10.76120 11.39613 8.17829
C16 9.54822 16.25385 7.96767
N2 10.84468 15.69235 8.36707
C17 10.57515 14.38904 9.05648
C18 12.00460 15.98771 7.73581
N3 12.90364 14.98723 7.47085
N4 12.30979 17.24869 7.43180
C19 13.25166 17.58806 6.44306
C20 11.71397 18.34825 8.19665
H11 8.97203 15.44518 7.47470
H12 9.58594 17.05610 7.25191
H13 8.93634 16.57014 8.77855
H14 9.98666 14.62173 9.94449
H15 11.45913 13.88820 9.31982
H16 9.99317 13.74412 8.39326
H17 13.87520 15.25123 7.45779
H18 14.26890 17.61796 6.83592
H19 13.01477 18.62551 6.09428
H20 13.11911 16.89717 5.61062
H21 11.23152 17.98176 9.09594
H22 11.02289 18.91293 7.56571
H23 12.48609 19.03492 8.50450
N5 11.81638 14.44033 4.30620
C21 10.94457 15.21103 4.25221
C22 9.89266 16.10918 4.23034
C23 8.57530 15.63596 4.13742
N6 7.49322 15.24569 4.03913
C24 10.17535 17.46123 4.65675
N7 10.52601 18.48994 5.04680
C25 9.48174 9.21612 4.85814
N8 10.00456 10.56760 4.60934
C26 11.43700 10.52290 4.33951
C27 9.50896 11.54843 5.39348
O1 10.28347 12.28993 6.04081
N9 8.15795 11.71242 5.48099
C28 7.23539 11.31781 4.48935
C29 7.60853 12.61689 6.48104
H24 9.67647 8.90276 5.90450
H25 9.93043 8.51655 4.19156
H26 8.41403 9.21968 4.60008
H27 11.53638 9.97628 3.42754
H28 11.97761 10.15637 5.16418
H29 11.77522 11.51934 4.07736
H30 7.76305 10.91158 3.61342
H31 6.77210 12.18802 4.14008
H32 6.47552 10.58110 4.82860
H33 8.38629 12.77728 7.18489
H34 6.71769 12.14791 6.94005
H35 7.33358 13.52017 5.97465

Values from the calculation:
HOMO-LUMO gap	7.79	eV
energy	-1732.317235	hartree
molecular weight	614.57	Da
relative energy (zero: lowest compared OMol25 entry of this formula, charge and spin)	0.544	eV
HOMO	-10.840	eV
charge	+1

Mulliken population analysis, charges in e, atoms 1 to 5:
1. Y -0.067
2. C -0.578
3. C -0.893
4. C -0.649
5. C 0.604

Record 7
ORCA calculation (the ωB97M-V functional and the def2-TZVPD basis) on a 2-piece molecular cluster, C3H10N2O2S overall at a distorted geometry.

Atoms and positions in Å:
N1 -1.04791 -1.40608 -1.38453
C1 -0.42952 -0.33588 -0.85474
O1 -0.57356 0.81533 -1.22484
C2 0.55043 -0.70257 0.27585
N2 1.81885 -1.09379 -0.30698
C3 0.81013 0.55725 1.18006
S1 0.89871 0.25931 2.95966
H1 -0.89084 -2.33500 -1.09552
H2 -1.75608 -1.32203 -2.09618
H3 0.13813 -1.47010 0.92949
H4 2.24984 -0.38587 -0.87754
H5 1.71008 -1.96570 -0.81092
H6 -0.03454 1.18966 0.95706
H7 1.81133 0.88847 0.94786
H8 -0.38526 0.49644 3.25859
O2 -2.46678 1.23581 -3.17149
H9 -2.00622 1.55051 -2.38213
H10 -1.98012 0.44560 -3.42202

Values from the calculation:
HOMO-LUMO gap	9.51	eV
energy	-778.489569	hartree
molecular weight	138.19	Da
relative energy (zero: lowest compared OMol25 entry of this formula, charge and spin)	0.982	eV
HOMO	-9.048	eV
SMILES string	NC(=O)[C@@H](N)CS.O

natural (NBO) population analysis, charges in e, atoms 1 to 5:
1. N -0.812
2. C 0.670
3. O -0.648
4. C -0.158
5. N -0.824

- What is the formula in the first record?
  C4H7N3

Repeat the second record exactly.
ORCA calculation (the ωB97M-V functional and the def2-TZVPD basis) on a 4-piece molecular cluster, C3H14NO4 overall at a distorted geometry.

Atoms and positions in Å:
C1 -1.91529 1.07906 0.40168
C2 -2.07009 -0.04240 -0.58611
C3 -0.80153 -0.79295 -0.95869
O1 0.07411 -0.18020 -1.50674
N1 -0.81865 2.00366 -0.09910
H1 -1.62211 0.75354 1.39307
H2 -2.81046 1.69618 0.53476
H3 -2.54138 0.30237 -1.51987
H4 -2.85402 -0.70548 -0.23608
H5 -0.84120 -1.86848 -0.75804
H6 0.06610 1.49450 -0.08480
H7 -0.72581 2.83658 0.48471
H8 -1.01111 2.19575 -1.07993
H9 1.30587 3.43561 2.12456
H10 0.80287 2.05482 2.57020
O2 0.50679 2.90106 2.22363
H11 0.20096 -0.29913 2.86341
H12 0.51508 -1.50720 1.93867
O3 0.22348 -0.58479 1.94570
H13 4.00401 -4.93094 -1.68566
H14 3.57981 -4.48013 -3.09579
O4 3.54383 -4.22506 -2.16777

Values from the calculation:
HOMO-LUMO gap	10.31	eV
energy	-478.170372	hartree
molecular weight	128.15	Da
relative energy (zero: lowest compared OMol25 entry of this formula, charge and spin)	0.950	eV
HOMO	-13.414	eV
charge	+1

natural (NBO) population analysis, charges in e, atoms 1 to 5:
1. C -0.205
2. C -0.559
3. C 0.460
4. O -0.527
5. N -0.679

- Which of these has the highest relative energy (zero: lowest compared OMol25 entry of this formula, charge and spin)?
  CH2N2O2